No. 1
C53H56N2O6S | ωB97M-V with the def2-TZVPD basis set

Geometry as ORCA input:
```
! RIJCOSX wB97M-V def2-TZVPD def2/J DEFGRID3
* xyz 0 1
C 8.6506 0.8440 2.3838
C 8.3673 2.0434 1.4002
N 7.2841 2.9361 1.8345
C 5.9465 2.4292 1.6105
O 5.2478 3.5255 0.9378
C 4.9110 4.4094 1.8642
N 4.5150 5.2337 2.5281
O 5.3577 2.2972 2.9245
S 4.5488 0.8839 3.0421
O 3.3343 1.0529 3.7444
O 5.3113 -0.2489 3.4732
O 4.4431 0.6377 1.4306
C 5.7322 1.0861 0.8727
O 5.4247 1.2059 -0.4807
H 9.2597 1.2042 3.2390
H 9.2840 0.0887 1.8775
H 7.7224 0.4052 2.7890
H 8.2823 1.7162 0.3479
H 9.2960 2.6519 1.4360
H 7.3897 3.1857 2.8144
H 6.4202 0.2426 1.0461
H 4.8645 0.4548 -0.7291
C -0.0934 -0.9788 1.6700
C -1.4448 -0.8394 1.9562
C -1.8475 -0.1051 3.0643
C -0.8984 0.4865 3.8885
C 0.4546 0.3402 3.6072
C 0.8563 -0.3914 2.4970
H 0.2209 -1.5464 0.8019
H -2.1858 -1.3025 1.3144
H -2.9027 0.0066 3.2853
H -1.2135 1.0617 4.7513
H 1.1916 0.7954 4.2512
H 1.9095 -0.5047 2.2756
C -2.3099 2.5865 -0.5584
C -2.8697 3.5879 -1.3396
C -3.3220 4.7600 -0.7482
C -3.2169 4.9278 0.6276
C -2.6644 3.9208 1.4097
C -2.2096 2.7503 0.8157
H -1.9514 1.6747 -1.0224
H -2.9523 3.4531 -2.4117
H -3.7562 5.5431 -1.3583
H -3.5668 5.8428 1.0901
H -2.5875 4.0484 2.4830
H -1.7768 1.9646 1.4229
C -1.7068 0.0998 8.8909
C -2.1636 -0.0482 7.5879
C -3.2615 0.6802 7.1493
C -3.9059 1.5542 8.0153
C -3.4545 1.6955 9.3209
C -2.3544 0.9697 9.7585
H -0.8464 -0.4637 9.2307
H -1.6627 -0.7318 6.9126
H -3.6156 0.5668 6.1314
H -4.7607 2.1244 7.6726
H -3.9604 2.3729 9.9983
H -2.0011 1.0818 10.7763
C -5.0063 -4.3332 -1.7647
C -3.6396 -4.2609 -1.5332
C -3.0186 -3.0227 -1.4174
C -3.7644 -1.8568 -1.5382
C -5.1306 -1.9292 -1.7792
C -5.7518 -3.1667 -1.8904
H -5.4913 -5.2983 -1.8483
H -3.0566 -5.1693 -1.4421
H -1.9520 -2.9668 -1.2334
H -3.2810 -0.8912 -1.4462
H -5.7114 -1.0202 -1.8795
H -6.8179 -3.2229 -2.0759
C -4.9844 -4.9904 -6.4192
C -4.6978 -4.3143 -5.2402
C -3.4415 -3.7558 -5.0461
C -2.4692 -3.8778 -6.0308
C -2.7525 -4.5620 -7.2061
C -4.0102 -5.1169 -7.4013
H -5.9670 -5.4201 -6.5725
H -5.4541 -4.2212 -4.4720
H -3.2204 -3.2261 -4.1279
H -1.4893 -3.4400 -5.8816
H -1.9921 -4.6618 -7.9714
H -4.2318 -5.6483 -8.3189
C -0.0461 4.8283 -4.0896
C 0.4192 4.1464 -2.9729
C 1.2746 3.0636 -3.1263
C 1.6621 2.6594 -4.3978
C 1.1898 3.3357 -5.5152
C 0.3369 4.4211 -5.3614
H -0.7086 5.6770 -3.9688
H 0.1148 4.4595 -1.9814
H 1.6395 2.5340 -2.2542
H 2.3316 1.8161 -4.5179
H 1.4872 3.0172 -6.5071
H -0.0298 4.9500 -6.2328
C 5.7794 -3.7996 1.7384
C 5.8214 -3.4696 3.0869
C 6.2147 -4.4188 4.0213
C 6.5619 -5.6985 3.6077
C 6.5112 -6.0303 2.2600
C 6.1215 -5.0809 1.3249
H 5.4784 -3.0572 1.0081
H 5.5479 -2.4727 3.4091
H 6.2507 -4.1609 5.0727
H 6.8711 -6.4381 4.3363
H 6.7764 -7.0301 1.9380
H 6.0839 -5.3392 0.2734
C -5.2124 -0.2221 -5.3014
C -3.8452 -0.1477 -5.0699
C -3.2272 1.0888 -4.9500
C -3.9755 2.2526 -5.0645
C -5.3411 2.1812 -5.3043
C -5.9604 0.9428 -5.4221
H -5.6948 -1.1888 -5.3885
H -3.2619 -1.0550 -4.9821
H -2.1604 1.1471 -4.7656
H -3.4918 3.2176 -4.9665
H -5.9236 3.0899 -5.3981
H -7.0264 0.8852 -5.6071
*
```

maximum force = 3.5 eV/Å
HOMO energy = -9.102 eV

Atomic partial charges in e from the Mulliken method, atoms 1 to 5: -0.8033 -0.5952 -0.3677 1.0058 -0.3749

***

No. 2
C53H57BF3IKN8O2P | ωB97M-V with the def2-TZVPD basis set

Geometry as ORCA input:
```
! RIJCOSX wB97M-V def2-TZVPD def2/J DEFGRID3
* xyz -1 2
K -0.4380 0.8649 -1.0187
C -1.0616 -4.2826 -0.3163
C -1.0295 -2.9951 0.2348
N -1.0417 -2.0605 -0.7016
N -1.1066 -2.7193 -1.8790
C -1.1004 -4.0556 -1.6691
B -1.2691 -2.0364 -3.2652
N -2.4505 -1.0105 -3.2859
C -3.3173 -0.7795 -4.2953
C -4.0261 0.3632 -4.0086
C -3.4947 0.7868 -2.7830
N -2.5465 -0.0329 -2.3577
N 0.0108 -1.3043 -3.7070
C 0.4543 -1.0917 -4.9623
C 1.4552 -0.1512 -4.9083
C 1.5432 0.1726 -3.5465
N 0.6716 -0.5209 -2.8306
N -1.6253 -3.1634 -4.2570
C -2.8081 -3.8183 -4.2787
C -2.6959 -4.8803 -5.1421
C -1.3682 -4.8002 -5.5990
N -0.7288 -3.7793 -5.0567
H -1.0370 -5.2314 0.1883
H -0.9779 -2.7184 1.2752
H -1.1114 -4.7537 -2.4869
H -3.3634 -1.4272 -5.1522
H -4.7927 0.8276 -4.6021
H -3.7443 1.6673 -2.2150
H 0.0433 -1.6380 -5.7921
H 2.0255 0.2473 -5.7274
H 2.2051 0.8727 -3.0638
H -3.6283 -3.4927 -3.6643
H -3.4500 -5.6023 -5.3971
H -0.8534 -5.4399 -6.2973
C -1.3929 1.2813 3.4194
C -2.6331 1.0637 2.9011
C -2.8672 2.1619 1.8978
C -1.7183 2.9440 1.8786
C -0.8163 2.4723 2.8326
C 0.4389 3.1556 3.2977
C 1.6232 2.1843 3.2604
C 0.2183 3.6043 4.7523
C 0.7383 4.3832 2.4388
C -4.1200 2.6130 1.1593
C -3.7267 3.4843 -0.0445
C -4.9981 1.4814 0.6161
C -4.9507 3.4801 2.1227
C -3.5126 -0.1204 3.2776
C -3.7968 -1.0005 2.0525
C -4.8233 0.3374 3.9279
C -2.8072 -1.0113 4.3099
H -0.8932 0.6748 4.1540
H -1.5622 3.8191 1.2740
H 1.4633 1.3330 3.9219
H 2.5316 2.6989 3.5822
H 1.7942 1.8022 2.2542
H 0.0299 2.7510 5.4050
H -0.6325 4.2832 4.8240
H 1.1068 4.1246 5.1163
H 0.8035 4.1346 1.3804
H 1.6877 4.8270 2.7460
H -0.0397 5.1397 2.5476
H -2.9953 2.9815 -0.6756
H -3.3003 4.4416 0.2467
H -4.6095 3.6895 -0.6518
H -4.4313 0.8025 -0.0216
H -5.7946 1.9195 0.0111
H -5.4749 0.8969 1.3996
H -4.3692 4.3420 2.4491
H -5.2603 2.9263 3.0084
H -5.8473 3.8402 1.6132
H -4.4787 -0.5364 1.3433
H -4.2423 -1.9459 2.3720
H -2.8770 -1.2253 1.5153
H -5.4125 0.9812 3.2814
H -4.6184 0.8859 4.8493
H -5.4353 -0.5331 4.1778
H -1.8878 -1.4316 3.9049
H -3.4646 -1.8426 4.5721
H -2.5675 -0.4656 5.2231
I 2.6623 2.4722 -0.5267
C 4.7036 1.9466 -0.4409
C 5.4856 3.0761 -0.4197
C 6.8888 3.0217 -0.4521
C 7.4928 1.8092 -0.5230
C 6.7285 0.6178 -0.5388
C 7.4441 -0.6018 -0.6176
C 6.7868 -1.7882 -0.6274
C 5.3853 -1.7894 -0.5365
C 4.6281 -0.6471 -0.4595
P 2.7882 -0.9103 -0.2531
C 2.6285 -2.6554 -0.8143
C 2.5877 -2.8811 -2.1927
C 2.4289 -4.1594 -2.6973
C 2.3019 -5.2398 -1.8310
C 2.3328 -5.0263 -0.4638
C 2.4951 -3.7422 0.0423
C 2.7345 -1.1316 1.5684
C 3.8372 -1.1665 2.4146
C 3.6747 -1.3647 3.7800
C 2.4095 -1.5538 4.3132
C 1.3001 -1.5065 3.4784
C 1.4624 -1.2717 2.1236
C 5.2976 0.6352 -0.4782
H 5.0019 4.0419 -0.3896
H 7.4650 3.9372 -0.4366
H 8.5714 1.7235 -0.5678
H 8.5248 -0.5581 -0.6716
H 7.3213 -2.7269 -0.6893
H 4.8890 -2.7515 -0.5208
H 2.6622 -2.0476 -2.8785
H 2.3716 -4.3069 -3.7678
H 2.1613 -6.2387 -2.2240
H 2.2170 -5.8576 0.2201
H 2.5112 -3.5959 1.1148
H 4.8351 -1.0444 2.0121
H 4.5441 -1.3809 4.4244
H 2.2846 -1.7245 5.3748
H 0.3081 -1.6314 3.8899
H 0.5953 -1.2099 1.4777
F -0.7890 5.2741 -3.7875
C -1.1151 4.1922 -3.0631
F -2.4682 4.1760 -2.9915
F -0.7649 3.1223 -3.7927
C -0.4828 4.2171 -1.6279
O -0.5219 5.2944 -1.0531
O -0.0268 3.1061 -1.2558
*
```

relative energy (zero: lowest compared OMol25 entry of this formula, charge and spin) = 5.9 kcal per mole
maximum force = 1.5 eV/Å
HOMO energy (spin up / spin down) = -5.618 / -5.647 eV

Atomic partial charges in e from the Mulliken method, atoms 1 to 5: 1.2222 -1.9369 -0.0754 0.3498 0.5892

***

No. 3
C53H58N3O14 | ωB97M-V with the def2-TZVPD basis set

Geometry as ORCA input:
```
! RIJCOSX wB97M-V def2-TZVPD def2/J DEFGRID3
* xyz 1 1
C -1.3670 -3.9715 3.6507
C -1.6390 -4.1475 2.2487
N -1.1840 -2.9085 1.4497
C -2.1830 -2.1785 0.6257
C -1.3760 -1.3175 -0.1393
N -0.0760 -1.3965 0.3117
C -0.0340 -2.4325 1.1417
C 1.1440 -0.6535 -0.2803
H -1.8680 -3.0485 3.9997
H -0.2970 -3.7385 3.9647
H -1.8440 -4.8655 4.1487
H -2.7670 -4.2055 2.2957
H -1.1250 -4.9385 1.7137
H -3.3790 -2.7045 0.8707
H -1.9890 -0.4445 -0.7383
H 0.8400 -2.7195 1.5187
H 1.1510 0.2425 0.2277
H 1.0150 -0.3875 -1.4993
H 1.9990 -1.2695 -0.2213
N -1.6580 2.6695 1.1817
C -2.0410 3.4905 0.2007
C -3.1180 3.1785 -0.5823
C -3.8300 1.9135 -0.3573
C -3.3410 1.0765 0.5957
C -2.2490 1.3905 1.2707
H -1.7170 4.5045 0.1517
H -3.3180 3.8015 -1.3763
H -4.6030 1.6025 -0.8653
H -3.9810 0.2035 1.1517
H -1.7310 0.6075 1.9617
C -7.5650 -1.4025 3.3227
C -8.1350 -0.6025 4.6087
C -7.3000 0.2775 5.2497
C -6.0860 0.5495 4.6977
C -5.5750 0.0005 3.4587
C -6.3040 -1.0095 2.7547
O -5.7630 -1.4855 1.5897
O -7.7390 0.7125 6.4447
H -8.2110 -1.9385 2.7277
H -9.1520 -0.6825 4.8897
H -5.4800 1.3225 4.9237
H -4.7200 0.6045 3.1417
H -6.5250 -1.4795 0.7527
H -7.1990 1.4955 6.6427
C 7.4300 -1.2785 1.0637
C 6.2280 -2.1575 1.0367
C 4.9750 -1.6575 0.9997
C 4.8500 -0.2275 0.8967
C 5.9130 0.6575 0.8547
C 7.2560 0.1245 0.9147
O 8.2790 0.9995 0.8497
O 3.8470 -2.4575 1.1097
H 8.2680 -1.8535 0.9807
H 6.4820 -3.2055 1.1207
H 3.8320 0.2755 0.7637
H 5.6670 1.7245 0.6197
H 8.6750 0.8555 1.6807
H 3.8510 -3.3535 0.7237
C 1.7230 0.6725 3.8877
C 1.3710 2.1495 4.2637
C 0.0010 2.3375 4.7147
C -0.9050 1.3665 4.8297
C -0.4400 -0.0405 4.6117
C 0.8740 -0.3525 4.1507
O 1.3190 -1.6635 4.0787
O -0.3800 3.6295 4.9797
H 2.7090 0.5165 3.5877
H 1.8270 3.1115 4.2147
H -1.6970 1.4335 5.1807
H -1.0930 -0.8905 4.8727
H 2.1360 -1.7795 4.2057
H -1.1470 4.0195 4.8277
C -0.1980 2.8795 -3.6923
C 0.8160 3.4625 -4.6363
C 1.1180 2.8915 -5.8383
C 0.3590 1.7515 -6.1693
C -0.6550 1.1525 -5.3363
C -0.8930 1.6885 -3.9943
O -1.6340 1.1125 -3.1883
O 1.9900 3.3725 -6.6373
H -0.3950 3.3455 -2.5563
H 1.4540 4.2795 -4.2303
H 0.5130 1.1765 -7.1133
H -0.8030 0.1425 -5.5393
H -1.9710 1.3655 -2.4363
H 2.3620 2.6725 -7.1573
C 3.3400 4.4915 -0.3933
C 3.1430 5.6565 0.4917
C 2.0570 5.6345 1.4777
C 1.3590 4.4535 1.8357
C 1.6420 3.3185 1.0417
C 2.6170 3.3515 -0.0203
O 2.7900 2.1655 -0.6443
O 1.9890 6.6435 2.4227
H 3.7880 4.5925 -1.3593
H 3.7210 6.6155 0.1447
H 0.9140 4.2935 2.8857
H 1.1660 2.4055 1.3737
H 3.7320 2.0825 -1.2533
H 1.5130 6.6095 3.2527
C -2.5240 -3.8325 -2.8043
C -3.7400 -4.1075 -3.7513
C -3.6270 -3.7735 -5.0653
C -2.5130 -3.0555 -5.5223
C -1.3370 -2.7845 -4.6743
C -1.3770 -3.1925 -3.3373
O -0.3270 -3.0365 -2.4413
O -4.6020 -4.0605 -5.9703
H -2.5960 -4.2145 -1.7483
H -4.6880 -4.5315 -3.4073
H -2.4590 -2.7255 -6.5503
H -0.4390 -2.3095 -5.0963
H 0.6210 -2.9355 -2.9073
H -5.4500 -4.6105 -5.6583
C 3.0120 -0.1165 -3.3603
C 2.1320 -1.2585 -3.7353
C 2.6200 -2.5405 -3.5523
C 3.9150 -2.6955 -2.9043
C 4.5920 -1.5515 -2.3973
C 4.2710 -0.2555 -2.7383
O 5.0240 0.8375 -2.3243
O 2.0400 -3.7205 -3.9233
H 2.5290 0.8135 -3.5153
H 1.2760 -1.0315 -4.3643
H 4.2720 -3.6855 -2.7653
H 5.5820 -1.8945 -2.0273
H 5.7440 0.3745 -1.9993
H 2.6790 -4.3805 -4.0323
*
```

relative energy (zero: lowest compared OMol25 entry of this formula, charge and spin) = 45.3 kcal per mole
maximum force = 16.3 eV/Å
HOMO energy = -9.393 eV

Atomic partial charges in e from the Mulliken method, atoms 1 to 5: -0.8943 -0.4623 0.7052 -0.1892 -0.0727